1.
The following is a quantum chemistry calculation of a cluster of 2 separate species, C6H16N6 in total at a distorted geometry, from OMol25.

LUMO level: -0.2387 hartree
energy above the lowest of the compared OMol25 structures with the same formula, charge and spin: 314.1 kJ/mol
total charge: +2

Structure (XYZ):
```
28
Properties=species:S:1:pos:R:3:lowdin_charge:R:1
C -0.2943 3.0601 0.2072 0.15
C 0.6118 2.3175 0.3787 -0.21
C 1.4218 0.1917 0.2176 -0.46
C -0.9357 0.2624 -0.3203 -0.33
C -3.4259 0.3869 0.3125 0.03
C -2.2488 -1.7898 0.2016 0.01
N 0.1026 -0.1039 0.3390 0.18
N 1.6840 1.5215 0.4312 0.13
N 2.2883 -0.7107 0.1147 0.12
N -0.9435 0.8149 -1.5860 0.20
N 4.7460 -0.9824 -0.4897 0.23
N -2.1178 -0.3482 0.3865 -0.15
H -1.1351 3.6782 -0.0176 0.06
H -3.2028 1.5058 0.3983 0.14
H -3.8762 0.2195 -0.6625 0.10
H -4.1193 -0.1118 1.0479 0.14
H -3.1390 -2.0870 0.7466 0.11
H -2.3551 -1.9489 -0.8943 0.13
H -1.3627 -2.4309 0.3694 0.12
H 2.6183 1.9319 0.6671 0.20
H 1.9227 -1.6788 0.1732 0.12
H 3.6947 -0.7533 -0.3751 0.01
H -0.2038 0.4728 -2.2349 0.16
H -1.7164 1.2051 -2.1257 0.14
H 5.1119 -0.7068 -1.3443 0.09
H 4.9739 -2.0535 -0.5004 0.20
H 5.2107 -0.4850 0.3002 0.16
H -1.7641 -0.0971 1.3695 0.22
```

=====

2.
The following is a quantum chemistry calculation of a cluster of 2 separate species, C6H16NO in total, from OMol25.

LUMO level: -0.1160 hartree
energy above the lowest of the compared OMol25 structures with the same formula, charge and spin: 103.8 kJ/mol
total charge: +1

Structure (XYZ):
```
24
Properties=species:S:1:pos:R:3:lowdin_charge:R:1
C -0.1794 3.0577 -0.1626 -0.10
C 1.1056 2.3539 -0.4687 -0.16
C 1.2259 1.3926 -1.3773 -0.25
O 2.4235 0.8150 -1.6402 0.03
H -0.0837 4.1356 -0.2788 0.09
H -0.9932 2.7393 -0.8143 0.08
H -0.4821 2.9126 0.8794 0.07
H 2.0045 2.7082 0.0164 0.12
H 0.3805 1.0375 -1.9660 0.13
H 2.3778 0.2738 -2.4364 0.11
C -0.6844 -1.3304 0.3946 -0.17
C -1.4453 -2.2462 1.3270 -0.25
C -1.6426 -3.6184 0.6892 -0.09
N -0.3938 -0.0007 1.0452 0.18
H 0.2808 -1.7460 0.1126 0.14
H -1.2653 -1.1071 -0.5010 0.14
H -2.4181 -1.8163 1.5657 0.12
H -0.9058 -2.3491 2.2717 0.12
H -2.2333 -3.5394 -0.2244 0.08
H -0.6869 -4.0768 0.4237 0.08
H -2.1588 -4.2886 1.3694 0.08
H -1.2616 0.4760 1.2901 0.17
H 0.1540 -0.1293 1.8959 0.17
H 0.1423 0.6203 0.4027 0.09
```

=====

3.
The following is a quantum chemistry calculation of a cluster of 3 separate species, C6H16NO in total at a distorted geometry, from OMol25.

LUMO level (alpha / beta): -0.1693 / -0.2356 hartree
expectation value of S²: 2.011
spin multiplicity: 3
energy above the lowest of the compared OMol25 structures with the same formula, charge and spin: 141.8 kJ/mol
total charge: +1

Structure (XYZ):
```
24
Properties=species:S:1:pos:R:3:lowdin_charge:R:1
C -2.3077 1.4421 2.4563 -0.19
C -0.9718 -0.2184 -2.9895 0.04
C 2.8326 0.4113 -0.1223 -0.11
C 1.8395 -1.7608 0.2133 -0.06
C -1.2016 0.6212 1.9713 -0.08
C -1.5112 -0.1504 -0.5225 0.24
N -0.7057 -0.1212 -1.5086 0.00
O 1.7214 -0.4230 -0.2527 -0.32
H -2.4146 1.3028 3.5950 0.11
H -2.3417 2.5138 2.3197 0.07
H -3.3339 1.1248 2.2193 0.07
H -1.8725 -0.6443 -3.0190 0.04
H -0.9984 0.8931 -3.3182 0.15
H -0.2184 -0.7263 -3.5513 0.10
H 3.7456 -0.1944 -0.3012 0.09
H 2.8116 1.1987 -0.9519 0.12
H 3.1051 0.9271 0.7872 0.09
H 2.8696 -2.0889 -0.0591 0.11
H 1.7219 -1.6166 1.2802 0.10
H 1.1561 -2.3804 -0.3391 0.09
H -0.3111 1.0408 1.8454 -0.01
H -1.2725 -0.5315 2.0521 0.10
H -2.6193 -0.3890 -0.5498 0.15
H 0.2774 -0.2306 -1.2548 0.10
```

=====

4.
The following is a quantum chemistry calculation of a cluster of 2 separate species, C6H16NO2 in total at a distorted geometry, from OMol25.

LUMO level (alpha / beta): 0.0025 / -0.0002 hartree
expectation value of S²: 0.753
spin multiplicity: 2
energy above the lowest of the compared OMol25 structures with the same formula, charge and spin: 198.0 kJ/mol
total charge: 0

Structure (XYZ):
```
25
Properties=species:S:1:pos:R:3:lowdin_charge:R:1
C 2.0891 -0.7138 -0.9944 -0.21
O 1.4377 -1.5202 -1.9892 -0.08
C 1.0902 -0.1019 -0.0410 -0.33
C 0.1918 0.9276 -0.7411 -0.17
C -0.4329 1.9864 0.1769 -0.21
C -0.8359 1.2648 2.4905 -0.09
C -1.2966 1.4315 1.2665 -0.25
N 0.3852 -1.2028 0.7121 0.15
H 2.7693 -1.4065 -0.5035 0.12
H 2.6381 0.0784 -1.4781 0.12
H 1.1892 -0.9845 -2.7546 0.09
H 1.6379 0.4975 0.6945 0.11
H -0.5551 0.4697 -1.3934 0.10
H 0.8401 1.3305 -1.4685 0.09
H -0.9167 2.6986 -0.4998 0.10
H 0.3863 2.5955 0.5755 0.11
H -1.3948 0.8288 3.3122 0.02
H 0.1733 1.5386 2.7856 0.01
H -2.3230 1.2149 1.0034 0.08
H 0.6566 -2.1032 0.2868 0.12
H -0.6340 -1.1624 0.6617 0.08
H 0.7062 -1.2076 1.7466 0.01
H -1.7582 -1.5050 -1.2011 0.04
H -3.1760 -1.5747 -0.8180 0.06
O -2.3624 -1.1270 -0.5392 -0.07
```

=====

5.
The following is a quantum chemistry calculation of a cluster of 2 separate species, C6H16NO2P in total at a distorted geometry, from OMol25.

LUMO level (alpha / beta): -0.0102 / 0.0136 hartree
energy above the lowest of the compared OMol25 structures with the same formula, charge and spin: 556.8 kJ/mol
total charge: 0

Structure (XYZ):
```
26
Properties=species:S:1:pos:R:3:lowdin_charge:R:1
C -3.0634 0.6417 0.0819 -0.15
C 2.3563 0.7572 1.0557 -0.07
C 2.1229 -1.2440 -0.5242 -0.05
C 1.3142 1.0812 -1.0700 -0.11
C -2.7428 -0.8090 0.0598 -0.30
C -1.2779 -1.0027 -0.4960 -0.24
N 1.5615 0.0451 -0.0632 -0.46
O -0.3916 2.0422 1.2260 -0.52
O 0.0455 -1.3946 1.8066 -0.34
P -0.0996 -0.3277 0.8238 0.86
H -2.2685 1.2853 0.6466 0.06
H -3.4974 0.9334 -0.8762 0.07
H -3.9782 0.7511 0.6693 0.07
H 2.9500 0.0209 1.7978 0.14
H 3.1100 1.5399 0.5159 0.14
H 1.5588 1.3122 1.5956 0.03
H 1.9462 -1.9187 0.3129 0.08
H 1.5489 -1.6183 -1.4548 0.13
H 3.1284 -1.1911 -0.7749 0.07
H 0.7579 0.5948 -2.0182 0.13
H 0.7286 2.0037 -0.6371 0.12
H 2.2397 1.3949 -1.3758 0.04
H -3.5011 -1.3951 -0.4042 0.10
H -2.6236 -1.1789 1.0353 0.07
H -0.9289 -2.0084 -0.5716 0.06
H -0.9961 -0.3151 -1.3609 0.08
```

=====

6.
The following is a quantum chemistry calculation of a structure of composition C6H16NO5Tl at a distorted geometry, from OMol25.

LUMO level (alpha / beta): 0.1033 / 0.0422 hartree
expectation value of S²: 0.786
spin multiplicity: 2
total charge: -1

Structure (XYZ):
```
29
Properties=species:S:1:pos:R:3:lowdin_charge:R:1
Tl 1.5330 0.6918 -1.7322 0.94
C 2.7060 -1.5076 2.5689 -0.04
C 2.2504 -0.7994 1.3155 -0.79
O 2.3460 -1.3912 0.1965 -0.18
O 1.8587 0.3858 1.3385 -0.11
H 1.7836 -1.6161 3.1395 0.07
H 3.4940 -0.8625 2.9576 0.07
H 3.1420 -2.4965 2.4278 0.06
O 1.8471 3.3396 -0.7582 -0.38
H 2.7541 3.7015 -0.7869 -0.08
O 4.3246 1.2829 -2.5121 -0.39
H 4.9008 1.2250 -1.7252 -0.07
C -3.3511 1.1917 0.5376 -0.09
C -2.0419 0.7861 0.0061 -0.46
C -2.0444 -0.7227 -0.4095 -0.15
O -0.6352 -1.0785 -0.7227 -0.32
C -0.6153 -2.4542 -0.9987 -0.12
N -1.4477 1.6289 -1.0469 0.04
H -3.6221 0.7884 1.5134 0.08
H -4.0900 0.9899 -0.2379 0.08
H -3.2691 2.2625 0.7243 0.08
H -1.3931 0.8042 0.8819 0.14
H -2.7493 -0.8572 -1.2300 0.12
H -2.4438 -1.3109 0.4167 0.12
H 0.4224 -2.7014 -0.7748 0.08
H -0.7528 -2.4597 -2.0800 0.09
H -1.3686 -2.9363 -0.3756 0.08
H -1.4611 2.6097 -0.8061 0.08
H -2.0768 1.5060 -1.8274 0.07
```

=====

7.
The following is a quantum chemistry calculation of a cluster of 2 separate species, C6H16NOPS in total at a distorted geometry, from OMol25.

LUMO level: -0.0171 hartree
energy above the lowest of the compared OMol25 structures with the same formula, charge and spin: 0.0 kJ/mol
total charge: 0

Structure (XYZ):
```
26
Properties=species:S:1:pos:R:3:lowdin_charge:R:1
C -1.5705 -1.2399 2.0508 -0.04
C 0.0098 -0.4845 3.7648 -0.06
C 1.6203 0.9111 -2.9036 -0.13
C 1.9084 -0.8269 -1.3602 0.04
C -1.2135 1.5385 -1.9633 -0.37
C -0.5133 -0.1699 2.4207 -0.51
N 1.1648 0.0762 -1.8451 -0.32
O 0.5871 -0.1962 1.5195 -0.08
P -0.7400 -0.2436 -1.6987 0.40
S -1.1465 -1.0474 -3.4704 0.02
H -2.1918 -1.3291 2.9153 0.07
H -2.2673 -0.8235 1.3136 0.07
H -0.9180 -2.0456 1.7733 0.08
H -0.7134 -0.3892 4.5708 0.09
H 0.9418 -0.0511 3.9972 0.07
H 0.1302 -1.5094 3.7544 0.05
H 2.7806 0.8886 -3.0401 0.13
H 1.1127 0.7196 -3.8506 0.07
H 1.4997 1.9582 -2.6170 0.08
H 0.2049 0.1714 0.7295 0.00
H 2.8501 -1.0244 -1.7344 0.08
H 1.5297 -1.4914 -0.5612 0.10
H -2.1377 1.8343 -1.4134 0.04
H -0.3991 2.1733 -1.8215 -0.02
H -1.6096 1.7878 -2.9222 0.01
H -0.9195 0.8131 2.3918 0.12
```

=====

8.
The following is a quantum chemistry calculation of a cluster of 2 separate species, C6H16NOSi in total at a distorted geometry, from OMol25.

LUMO level: 0.1412 hartree
energy above the lowest of the compared OMol25 structures with the same formula, charge and spin: 0.0 kJ/mol
total charge: -1

Structure (XYZ):
```
25
Properties=species:S:1:pos:R:3:lowdin_charge:R:1
C -1.8862 -0.8451 -1.3218 -0.13
C 3.6310 -0.9730 1.3439 -0.26
C 2.2241 -0.9524 -1.2912 -0.23
C -2.6157 -0.1700 -0.2048 -0.27
C -2.4534 1.4044 -0.2827 -0.21
C -1.4602 1.8405 0.6825 -0.31
N -1.8364 2.5260 1.6718 0.09
O 1.3346 0.9785 0.8813 -0.51
Si 1.9232 -0.4503 0.5815 0.20
H -1.7681 -0.2199 -2.1932 0.05
H -0.8217 -0.9759 -1.0360 0.05
H -2.4173 -1.8296 -1.6992 0.10
H 3.8487 -0.2391 2.2207 0.02
H 3.7178 -1.9747 1.6921 -0.04
H 4.4442 -0.6727 0.5215 0.04
H 1.9211 -1.9597 -1.3465 -0.02
H 1.5491 -0.3639 -1.7705 -0.05
H 3.2708 -0.7558 -1.5415 0.00
H -3.7327 -0.3205 -0.3286 0.10
H -2.4226 -0.4890 0.7586 0.07
H -2.3823 1.6717 -1.3299 0.10
H -3.3686 1.6954 0.3189 0.10
H -1.2421 2.8539 2.3518 0.00
H -0.3260 1.6758 0.2995 0.12
H 0.8687 -1.4545 1.0219 -0.04
```

=====

9.
The following is a quantum chemistry calculation of a cluster of 2 separate species, C6H16NPS3 in total at a distorted geometry, from OMol25.

LUMO level: -0.0783 hartree
energy above the lowest of the compared OMol25 structures with the same formula, charge and spin: 355.1 kJ/mol
total charge: 0

Structure (XYZ):
```
27
Properties=species:S:1:pos:R:3:lowdin_charge:R:1
C -1.0026 1.8618 -1.1610 -0.14
C -0.9085 -2.9073 -0.9609 -0.15
C -1.5728 2.2085 0.1402 -0.29
C -0.4862 -2.2485 0.3609 -0.37
C -0.5962 2.3008 1.3061 -0.35
C 1.0043 -2.2102 0.4175 -0.50
N -0.0761 0.9884 1.5379 0.05
P 2.5060 0.3366 0.1632 -0.20
S 3.9311 -0.2186 1.4019 0.13
S 2.9633 1.6522 -1.3588 0.36
S 1.5592 -1.1804 -1.0698 0.52
H -1.7190 1.7247 -1.9165 0.05
H -0.1504 2.5309 -1.5446 0.08
H -0.6185 0.8141 -1.0399 0.05
H -1.8439 -3.5271 -0.6816 0.09
H -1.1255 -2.2383 -1.8546 0.08
H -0.0610 -3.6542 -1.2113 0.09
H -2.1339 1.3983 0.4534 0.08
H -2.2202 3.0964 0.0721 0.12
H -0.6258 -2.9297 1.2364 0.12
H -1.0320 -1.3418 0.5272 0.07
H 0.1628 3.1346 1.2170 0.13
H -1.1886 2.4701 2.1903 0.11
H 1.5351 -1.7285 1.2072 -0.01
H 1.4807 -3.1049 0.0224 0.05
H 0.6014 0.9485 2.2774 0.00
H 1.6173 1.8235 -1.7319 -0.17
```

=====

10.
The following is a quantum chemistry calculation of the molecule C6H16NPSi at a distorted geometry, from OMol25.

LUMO level (alpha / beta): -0.0140 / -0.0140 hartree
energy above the lowest of the compared OMol25 structures with the same formula, charge and spin: 74.0 kJ/mol
total charge: 0

Structure (XYZ):
```
25
Properties=species:S:1:pos:R:3:lowdin_charge:R:1
C 0.0938 -1.0608 -0.0764 -0.18
C 1.3721 -0.5546 -1.0638 -0.18
C 3.2852 -0.6622 0.4942 -0.28
C -1.9645 0.8063 -1.4935 -0.19
C -0.9126 1.6302 1.3273 -0.18
C -2.7803 -0.6740 0.9884 -0.19
N 2.7906 0.0204 -0.6881 -0.60
Si -1.2609 0.2087 0.1821 0.51
P 3.9300 0.9826 -1.5679 0.64
H -0.2006 -1.8290 -0.7315 0.05
H 1.6191 -1.3673 -1.6190 0.05
H 0.4924 -1.4972 0.7776 0.03
H 1.0776 0.0973 -1.8046 0.03
H 4.4626 -0.4814 0.6249 0.07
H 2.9436 -0.2885 1.4749 0.06
H 3.1521 -1.8182 0.4966 0.10
H -2.6372 1.5938 -1.3051 -0.01
H -1.1693 1.2349 -2.1919 0.04
H -2.4507 -0.1169 -2.0243 0.07
H -0.9481 1.6206 2.3842 0.01
H -0.1017 2.3628 1.0621 0.05
H -1.7432 2.2676 1.1565 0.01
H -3.5671 0.0184 1.3331 0.03
H -3.2497 -1.3755 0.3591 -0.01
H -2.2333 -1.1180 1.9053 0.05
```

=====

11.
The following is a quantum chemistry calculation of a cluster of 2 separate species, C6H16NSi in total at a distorted geometry, from OMol25.

LUMO level (alpha / beta): -0.1454 / -0.2042 hartree
energy above the lowest of the compared OMol25 structures with the same formula, charge and spin: 499.1 kJ/mol
total charge: +1

Structure (XYZ):
```
24
Properties=species:S:1:pos:R:3:lowdin_charge:R:1
C -0.1806 -1.0233 1.5430 -0.21
C 0.2998 0.0320 0.6764 -0.12
C -0.5345 -0.7582 3.0103 -0.02
C 1.8181 0.5052 -1.8011 -0.15
C -0.9534 1.7738 -1.2825 -0.18
C -1.0158 -1.0627 -1.7465 -0.15
N 1.3687 -0.7511 1.4415 0.16
Si 0.1551 0.2489 -1.1328 0.48
H -0.4184 -2.0601 1.1251 0.18
H -1.2193 2.3662 0.8180 0.18
H -1.5881 -1.0621 3.2352 0.11
H -0.3971 0.2493 3.1981 0.06
H 0.0987 -1.3924 3.6635 0.11
H 2.0652 -0.3376 -2.3975 0.03
H 1.6223 1.4066 -2.4322 0.07
H 2.6012 0.5915 -1.0415 0.05
H -1.2571 2.1348 -0.2016 -0.08
H -0.4485 2.7299 -1.5846 0.07
H -1.9420 1.6797 -1.7104 0.04
H -0.5885 -1.8688 -2.2516 0.01
H -1.3444 -1.5398 -0.8103 0.02
H -1.9878 -0.8123 -2.2820 0.08
H 1.7824 -0.1517 2.0931 0.14
H 1.8735 -1.2477 0.7485 0.14
```

=====

12.
The following is a quantum chemistry calculation of a cluster of 2 separate species, C6H16O in total at a distorted geometry, from OMol25.

LUMO level: 0.0322 hartree
structure (SMILES): CCCCCC.O
energy above the lowest of the compared OMol25 structures with the same formula, charge and spin: 47.4 kJ/mol
total charge: 0

Structure (XYZ):
```
23
Properties=species:S:1:pos:R:3:lowdin_charge:R:1
C -0.1880 1.3372 2.6581 -0.11
C -1.1940 0.8292 1.6302 -0.27
C -0.7068 -0.4146 0.8762 -0.22
C 0.4875 -0.2309 -0.0640 -0.21
C 0.6171 1.1018 -0.8398 -0.28
C -0.3064 1.2796 -2.0533 -0.11
H 0.0230 0.6123 3.4440 0.07
H -0.6136 2.1926 3.1880 0.07
H 0.7081 1.6002 2.0986 0.06
H -1.3518 1.5799 0.8453 0.09
H -2.1655 0.6341 2.0873 0.10
H -1.5645 -0.7101 0.2686 0.10
H -0.4206 -1.2050 1.5767 0.11
H 1.4316 -0.2244 0.4837 0.10
H 0.4927 -0.9888 -0.8477 0.09
H 1.6747 1.1947 -1.1053 0.10
H 0.3952 1.9878 -0.2389 0.09
H -0.0901 0.5410 -2.8362 0.07
H -1.3453 1.0755 -1.7917 0.07
H -0.2261 2.2783 -2.4763 0.07
H 1.7432 -2.7674 -1.7332 0.01
H 0.9532 -3.8916 -2.5443 0.03
O 1.0474 -3.3900 -1.7427 -0.03
```